The following is a quantum chemistry calculation of a molecular structure, C30H28N4OPtS in a non-equilibrium geometry, from the OMol25 dataset.

Molar mass: 687.73 g mol⁻¹
⟨S²⟩: 2.006
Charge: +2
Multiplicity: 3
Frontier orbital gap (alpha / beta): 7.000 / 6.619 eV
Total energy: -53637.01525 eV

Structure (XYZ):
```
65
Properties=species:S:1:pos:R:3:forces:R:3:mulliken_spin:R:1
Pt 0.4703 -0.2023 -0.8542 -2.7 -0.9 3.6 0.9899
C 0.5792 -2.5553 -2.8082 0.1 0.2 2.2 -0.0368
N -0.1481 -2.2055 -1.4898 -0.9 -1.2 -2.2 0.3057
C 0.1282 -3.1920 -0.4545 -0.5 -0.4 1.2 -0.0413
C 1.2448 -2.6723 0.4148 2.7 -0.6 1.4 0.0444
C 1.9900 -3.4823 1.3291 -1.3 -0.3 0.1 0.0028
C 3.1462 -2.9800 1.9601 -1.6 -1.6 -0.3 0.0005
C 3.6607 -1.7944 1.5573 1.7 2.0 -0.6 0.0089
C 2.9673 -1.0556 0.6121 -1.1 0.3 0.7 0.0242
N 1.7350 -1.4200 0.1816 1.2 -0.7 0.2 0.0988
C -1.6226 -2.0935 -1.7645 0.3 0.2 -0.3 -0.0061
C -1.8958 -0.7490 -2.3935 -0.7 1.1 0.4 0.0149
C -2.9371 -0.5336 -3.2710 -0.4 -0.3 -0.1 -0.0010
C -3.3630 0.7563 -3.6174 0.0 0.0 -0.1 0.0094
C -2.5828 1.8220 -3.2071 1.0 0.4 -0.1 0.0000
C -1.4405 1.5480 -2.4206 -1.7 0.2 0.3 0.0244
N -1.2245 0.3308 -1.9011 0.2 0.6 -0.9 0.1395
C 1.2034 -1.3302 -3.3513 2.0 2.9 -0.2 -0.0087
C 1.8358 -1.2438 -4.5756 0.7 -0.5 -1.3 0.0137
C 2.5698 -0.1051 -4.9306 -0.5 1.1 1.0 -0.0124
C 2.5883 1.0282 -4.0617 0.3 -0.7 -1.0 0.0290
C 2.0406 0.9129 -2.8106 -0.5 -0.8 -1.5 0.0100
N 1.3923 -0.2289 -2.5413 1.0 -1.2 -2.1 0.2221
H -0.1590 -2.9875 -3.4617 0.0 -0.3 -0.5 -0.0002
H 1.3851 -3.2964 -2.5669 -0.7 0.6 -0.3 0.0010
H 0.4425 -4.1598 -0.8952 -0.2 0.4 0.3 0.0031
H -0.8065 -3.3720 0.1369 0.9 0.2 -0.3 0.0021
H 1.6030 -4.5037 1.6556 0.5 1.5 -0.7 0.0011
H 3.5885 -3.6010 2.7145 0.4 0.0 0.2 0.0005
H 4.6297 -1.3566 1.9095 -1.0 -0.7 -0.2 0.0003
H 3.2915 -0.0590 0.2983 0.0 -0.4 0.1 -0.0003
H -2.0722 -2.1205 -0.7733 -0.4 0.1 -0.1 0.0080
H -2.0554 -2.9117 -2.4119 0.7 0.6 0.8 0.0010
H -3.4519 -1.4094 -3.6334 -0.3 0.0 -0.1 -0.0002
H -4.2721 0.9381 -4.2118 0.6 -0.3 0.3 0.0000
H -2.7700 2.8616 -3.5440 0.0 -0.9 0.4 0.0001
H -0.8230 2.3671 -2.0648 0.0 -0.2 0.0 0.0008
H 1.8181 -2.0862 -5.2900 -0.1 0.5 0.5 0.0020
H 3.1141 -0.0505 -5.8671 -0.3 -0.1 0.0 -0.0003
H 2.9681 1.9955 -4.3419 0.5 -0.1 -0.3 -0.0007
H 2.0191 1.7471 -2.0924 0.0 -0.7 -0.2 -0.0019
O -1.2794 -0.8555 1.9650 -0.1 -0.1 -0.3 0.0106
S -0.2750 0.2376 2.1124 0.7 -0.1 0.5 0.1173
C -0.2052 0.6456 3.8647 0.0 0.0 0.7 0.0176
C -0.6148 -0.3274 4.7694 -0.5 -0.3 0.0 0.0040
C -0.5692 -0.0941 6.1621 1.0 0.6 -1.8 -0.0020
C -0.0143 1.1086 6.6435 -0.9 -1.0 -1.1 0.0052
C 0.3911 2.0701 5.7187 -0.1 0.2 -0.2 -0.0018
C 0.3016 1.8500 4.3417 0.1 -0.4 0.4 0.0037
C -0.9646 1.7375 1.5043 -1.5 1.2 0.4 0.0052
C -0.1398 2.7660 1.0169 -0.6 -0.5 -0.4 -0.0444
C -0.7227 3.9365 0.5281 -0.2 0.4 -0.1 0.0009
C -2.1221 4.1391 0.7113 1.5 -0.1 -0.8 0.0048
C -2.9229 3.1093 1.1062 -0.3 -2.1 1.1 0.0022
C -2.3649 1.8863 1.5689 1.1 0.7 -1.1 0.0160
H -1.0312 -1.2531 4.3365 0.2 0.4 0.5 0.0005
H -0.8810 -0.9176 6.7582 -0.2 -0.2 0.8 -0.0002
H -0.0122 1.2564 7.7016 0.3 0.3 0.4 0.0003
H 0.7252 3.0547 6.0350 0.1 -0.3 0.1 -0.0002
H 0.6537 2.6029 3.6654 0.0 0.4 -0.2 0.0002
H 0.9293 2.5811 1.0088 0.1 0.2 -0.2 0.0114
H -0.1156 4.6498 -0.0833 -0.6 -0.4 1.1 0.0006
H -2.6213 5.0547 0.4717 0.2 0.5 -0.4 0.0004
H -4.0049 3.1986 1.0604 0.2 0.2 0.3 0.0003
H -2.9271 1.0132 1.8698 -0.3 0.2 0.1 -0.0010
```
Forces are in eV/Å.

***

The following is a quantum chemistry calculation of a molecular structure, C30H29Br2CeClN7O2S2, from the OMol25 dataset.

Molar mass: 919.12 g mol⁻¹
⟨S²⟩: 0.751
Charge: 0
Multiplicity: 2
Frontier orbital gap (alpha / beta): 7.199 / 7.203 eV
Total energy: -233317.47065 eV

Structure (XYZ):
```
74
Properties=species:S:1:pos:R:3:forces:R:3:mulliken_spin:R:1
Ce 0.1425 0.3180 1.1690 0.1 0.0 -0.5 1.0016
O -2.8115 1.5266 4.0088 -0.3 -0.1 0.1 0.0001
C -3.6386 0.8495 3.1723 0.2 0.0 0.1 0.0003
C -4.5597 -0.0416 3.7061 0.1 0.1 0.0 -0.0003
C -5.3759 -0.7757 2.8640 0.0 0.0 0.0 0.0001
C -5.2742 -0.6348 1.4869 -0.1 0.0 0.0 0.0000
C -4.3627 0.2686 0.9636 0.1 0.2 -0.1 -0.0003
C -3.5445 1.0305 1.7891 -0.2 -0.1 -0.1 0.0002
C -2.5950 2.0970 1.2746 0.1 0.4 0.4 -0.0013
O -1.3373 1.9970 1.8440 0.2 -0.1 0.0 0.0001
N -2.4725 2.1383 -0.1717 0.0 0.1 -0.3 0.0005
N -1.7264 1.1881 -0.7843 -0.1 0.1 -0.2 -0.0003
C -1.9103 1.0526 -2.0443 0.2 -0.2 0.1 0.0027
C -1.1072 0.2161 -2.9332 -0.4 0.2 -0.2 -0.0023
Br 0.5009 -0.4436 -2.2194 0.1 0.0 0.2 -0.0002
C -1.5312 0.0123 -4.1890 0.2 0.0 0.3 -0.0003
C -0.9347 -0.7541 -5.2860 0.0 0.0 0.0 0.0000
C 0.4387 -0.8425 -5.5113 0.0 0.0 0.0 0.0000
C 0.9220 -1.5780 -6.5800 0.1 0.0 -0.1 0.0000
C 0.0502 -2.2355 -7.4345 0.0 0.0 0.0 0.0000
C -1.3187 -2.1403 -7.2282 0.0 0.0 0.0 0.0000
C -1.8058 -1.3961 -6.1686 0.1 0.0 0.0 0.0000
H -2.0193 1.7316 3.4746 0.1 0.1 -0.1 0.0009
H -4.5901 -0.1657 4.7799 0.0 0.0 0.0 0.0000
H -6.0824 -1.4783 3.2865 0.0 0.0 0.0 0.0000
H -5.9023 -1.2172 0.8262 0.0 0.0 0.0 0.0000
H -4.2870 0.3858 -0.1125 0.0 0.0 0.0 -0.0001
H -3.0369 3.0856 1.5101 0.0 -0.2 0.0 0.0003
H -3.2865 2.4511 -0.6879 0.0 0.0 0.1 0.0000
H -2.6996 1.6148 -2.5482 0.0 0.0 0.0 0.0000
H -2.4962 0.4517 -4.4250 0.0 0.0 0.1 -0.0001
H 1.1318 -0.3214 -4.8687 0.0 0.0 0.0 0.0000
H 1.9889 -1.6339 -6.7507 0.0 0.0 0.0 0.0000
H 0.4343 -2.8118 -8.2650 0.0 0.0 0.0 0.0000
H -2.0099 -2.6387 -7.8945 0.0 0.0 0.0 0.0000
H -2.8750 -1.3137 -6.0166 0.0 0.0 0.0 0.0000
S 2.9501 0.5293 0.1099 -0.2 0.2 -0.1 -0.0024
C 2.3601 2.1003 -0.3916 0.3 -0.2 0.0 -0.0014
C 3.1495 2.9956 -1.1374 -0.1 0.0 0.0 -0.0003
C 2.6355 4.2251 -1.4701 0.0 0.0 0.0 0.0000
C 1.3412 4.5749 -1.0741 0.0 0.0 0.0 -0.0001
C 0.6172 3.6472 -0.3595 0.1 0.0 -0.1 0.0010
N 1.1127 2.4481 -0.0362 0.0 -0.3 0.2 -0.0020
H 4.1464 2.6976 -1.4273 0.0 0.0 0.0 0.0000
H 3.2402 4.9201 -2.0396 0.0 0.0 0.0 0.0000
H 0.9147 5.5375 -1.3159 0.0 0.0 0.0 0.0000
H -0.3959 3.8295 -0.0188 0.0 0.0 0.0 -0.0002
C 4.7915 -1.7556 3.7148 0.0 -0.1 0.0 0.0000
C 4.7039 -0.4728 4.5273 0.0 0.2 0.1 0.0000
C 3.5231 0.3626 4.1372 0.0 -0.6 -0.2 0.0000
N 2.5870 -0.0661 3.3698 0.0 0.3 0.2 -0.0003
N 1.6154 0.8760 3.1531 0.0 0.0 0.0 0.0063
C 1.8253 2.0042 3.7640 -0.1 0.1 0.0 -0.0011
N 1.0016 3.0626 3.6389 0.0 0.2 0.0 0.0006
S 3.2964 1.9997 4.6774 -0.1 0.2 0.1 0.0001
H 5.6768 -2.3210 4.0032 0.0 0.0 0.0 0.0000
H 4.8520 -1.5346 2.6497 0.0 0.0 0.0 0.0000
H 3.9156 -2.3829 3.8717 0.0 0.0 0.0 -0.0001
H 5.6105 0.1242 4.3947 0.0 0.0 0.0 0.0000
H 4.6380 -0.6971 5.5960 0.0 0.0 0.0 0.0000
H 0.1347 2.9494 3.1199 0.0 -0.1 0.0 -0.0002
H 1.0774 3.8434 4.2625 0.0 0.0 0.0 0.0000
Br 3.6691 -4.9095 1.0946 0.0 0.0 0.0 0.0000
C 1.9920 -4.1849 0.6306 -0.1 0.1 0.1 -0.0001
C 1.0109 -4.9685 0.0513 0.1 0.0 0.0 0.0003
C -0.2049 -4.3765 -0.2516 -0.1 0.1 0.0 -0.0004
C -0.3796 -3.0323 0.0257 0.1 -0.1 -0.1 0.0011
N 0.5827 -2.2822 0.5605 -0.1 0.1 0.0 -0.0009
C 1.7408 -2.8431 0.8825 0.2 -0.1 -0.1 0.0031
H 1.1912 -6.0153 -0.1506 0.0 0.0 0.0 0.0000
H -1.0090 -4.9477 -0.6926 0.0 0.0 0.0 0.0000
H -1.3202 -2.5364 -0.1873 0.0 0.0 0.0 0.0006
H 2.4912 -2.2105 1.3446 0.0 0.0 0.0 -0.0003
Cl -1.1030 -1.1828 2.9367 -0.1 -0.3 0.2 -0.0051
```
Forces are in eV/Å.

***

The following is a quantum chemistry calculation of a molecular structure, C30H29Br2CeClN7O2S2 in a non-equilibrium geometry, from the OMol25 dataset.

Molar mass: 919.12 g mol⁻¹
⟨S²⟩: 0.751
Charge: 0
Multiplicity: 2
Frontier orbital gap (alpha / beta): 7.124 / 7.138 eV
Total energy: -233316.84081 eV

Structure (XYZ):
```
74
Properties=species:S:1:pos:R:3:forces:R:3:mulliken_spin:R:1
Ce 0.4062 0.5449 -0.0473 0.2 -0.2 -0.9 0.9936
O -1.3344 -1.6700 4.8714 0.2 -0.1 -0.1 0.0000
C -2.2904 -0.7431 4.5607 -0.3 0.4 -0.1 -0.0008
C -3.3299 -0.5768 5.4691 0.1 -0.2 0.0 0.0001
C -4.3578 0.3053 5.2004 0.0 0.0 0.1 0.0001
C -4.3467 1.0613 4.0401 -0.1 0.1 -0.1 0.0000
C -3.3050 0.9100 3.1457 0.1 0.0 0.0 -0.0003
C -2.2811 0.0074 3.3844 0.2 0.0 0.0 -0.0018
C -1.2057 -0.1642 2.3249 0.1 -1.9 1.3 0.0018
O -1.1213 0.7977 1.4335 -1.2 0.9 0.3 -0.0009
N -1.5363 -1.4769 1.6342 -0.8 0.2 0.8 -0.0014
N -0.7603 -1.7492 0.5920 0.5 -0.9 -0.3 0.0019
C -0.4838 -2.9681 0.2934 -0.8 0.5 0.7 0.0034
C 0.3449 -3.3274 -0.8143 0.5 -0.1 -0.9 -0.0020
Br 0.3935 -1.9989 -2.2171 0.0 -0.6 0.0 0.0005
C 1.0367 -4.4709 -0.9248 -0.3 0.8 -0.2 0.0016
C 1.1914 -5.4250 0.1677 0.0 -0.3 0.3 -0.0011
C 1.3446 -5.0149 1.4958 0.1 0.0 -0.2 0.0004
C 1.5041 -5.9476 2.5038 0.0 0.0 0.1 -0.0002
C 1.5379 -7.2982 2.2024 0.0 0.0 0.1 0.0004
C 1.4105 -7.7177 0.8891 0.0 -0.1 0.0 -0.0002
C 1.2446 -6.7899 -0.1200 0.0 0.1 0.0 0.0004
H -0.5622 -1.5516 4.3043 0.0 0.1 0.0 0.0000
H -3.3204 -1.1617 6.3752 0.0 -0.1 0.1 0.0000
H -5.1647 0.4117 5.9094 -0.1 0.0 0.1 0.0000
H -5.1494 1.7526 3.8290 0.0 0.1 0.0 0.0000
H -3.2466 1.4856 2.2340 -0.1 0.1 -0.1 0.0000
H -0.2057 -0.3594 2.8448 -0.5 0.3 -0.3 -0.0001
H -1.7689 -2.2607 2.2527 0.2 0.2 -0.2 -0.0003
H -0.8846 -3.7933 0.8906 0.1 0.1 0.0 0.0001
H 1.5365 -4.7087 -1.8530 0.0 0.1 -0.1 0.0000
H 1.4056 -3.9621 1.7245 0.0 0.2 0.0 0.0000
H 1.6145 -5.6236 3.5295 0.1 0.1 0.0 0.0000
H 1.6888 -8.0210 2.9869 0.0 -0.1 0.1 0.0000
H 1.4457 -8.7703 0.6533 0.0 -0.1 0.0 0.0000
H 1.1486 -7.1153 -1.1447 0.0 -0.1 -0.1 0.0000
S 0.5345 3.4226 0.2733 -0.1 0.5 -0.3 -0.0030
C 1.0177 2.8399 1.8112 0.4 0.1 0.0 0.0009
C 0.8204 3.5734 2.9942 0.0 -0.2 0.1 0.0009
C 1.2379 3.0443 4.1893 0.0 0.0 -0.1 0.0003
C 1.8601 1.7941 4.2079 0.0 -0.1 -0.2 -0.0005
C 2.0296 1.1380 3.0074 0.3 -0.2 0.4 0.0000
N 1.6318 1.6306 1.8320 0.0 0.7 0.5 -0.0034
H 0.3258 4.5293 2.9353 0.0 0.1 0.0 0.0001
H 1.0992 3.5991 5.1047 -0.1 0.0 0.1 0.0000
H 2.2053 1.3449 5.1247 0.1 0.0 0.1 0.0000
H 2.5304 0.1728 2.9625 -0.1 0.1 0.0 0.0000
C 1.8279 0.0192 -5.8537 0.0 0.2 -0.1 0.0001
C 1.6712 1.4577 -5.3479 0.0 -0.3 -0.2 0.0001
C 2.1059 1.5436 -3.9323 0.4 0.2 0.3 0.0001
N 1.3704 1.2340 -2.9312 -0.5 -0.1 -0.8 0.0023
N 1.9882 1.2761 -1.7390 1.6 0.4 -0.4 0.0039
C 3.2436 1.6310 -1.8151 0.1 0.1 -0.5 0.0014
N 4.0332 1.7652 -0.7464 0.2 0.0 0.3 0.0006
S 3.7511 1.9550 -3.4609 -0.5 -0.2 0.4 0.0002
H 1.3901 -0.0683 -6.8437 0.0 -0.1 -0.1 0.0000
H 1.3246 -0.6752 -5.1845 0.0 -0.1 0.0 -0.0001
H 2.8789 -0.2535 -5.9125 0.1 -0.1 0.0 0.0000
H 0.6219 1.7511 -5.4165 0.1 0.1 0.1 -0.0001
H 2.2725 2.1309 -5.9597 -0.1 0.1 0.0 0.0000
H 3.6914 1.3726 0.1254 0.1 0.0 -0.1 0.0002
H 5.0230 1.8973 -0.8578 -0.1 -0.1 0.0 0.0000
Br -2.8443 1.3094 -5.5356 0.0 0.0 0.1 0.0000
C -2.6364 1.7360 -3.7033 0.0 0.0 0.1 0.0002
C -3.4081 2.7291 -3.1203 0.2 -0.1 0.1 -0.0002
C -3.1903 3.0017 -1.7803 0.1 -0.1 -0.1 -0.0001
C -2.2243 2.2810 -1.0897 -0.3 0.1 0.1 -0.0009
N -1.5000 1.3115 -1.6560 -0.5 0.3 -0.3 0.0033
C -1.7045 1.0462 -2.9431 -0.1 -0.1 -0.3 0.0024
H -4.1524 3.2626 -3.6933 0.0 0.0 0.0 0.0000
H -3.7614 3.7682 -1.2785 0.0 0.0 0.1 0.0000
H -2.0185 2.4840 -0.0440 -0.1 0.0 -0.1 0.0008
H -1.1100 0.2561 -3.3853 0.0 0.1 0.0 -0.0007
Cl 2.3404 -1.1396 0.4902 1.1 -0.6 0.4 -0.0035
```
Forces are in eV/Å.

***

Energy above the lowest of the compared OMol25 structures with the same formula, charge and spin (computed, kJ/mol): 0.0, 15.8, 76.6